{
  "formula": "C22H23BrN7O2S2W",
  "method": "ωB97M-V with the def2-TZVPD basis set",
  "symbols": ["W", "N", "C", "C", "C", "C", "C", "C", "S", "O", "O", "N", "C", "N", "C", "C", "C", "N", "H", "H", "H", "H", "H", "H", "H", "H", "H", "C", "C", "C", "C", "C", "Br", "N", "C", "H", "H", "H", "H", "H", "H", "C", "C", "C", "C", "N", "C", "S", "N", "C", "H", "H", "H", "H", "H", "H", "H", "H"],
  "coordinates": [[0.0224, 0.4432, -0.3771], [1.7581, -3.2053, 6.7974], [1.4604, -2.6280, 5.6414], [2.4149, -2.6113, 4.5818], [2.1220, -2.0164, 3.3986], [0.8476, -1.4087, 3.2320], [-0.1230, -1.4237, 4.2686], [0.1866, -2.0222, 5.4473], [0.4924, -0.6750, 1.8107], [-0.8593, -0.0489, 1.7306], [1.4330, 0.4007, 1.3172], [0.5810, -1.4693, 0.3696], [-0.5388, -2.1659, -0.1242], [-1.1672, -1.3469, -0.9861], [-2.1734, -1.8667, -1.7085], [-2.5528, -3.1739, -1.5058], [-1.8804, -3.9007, -0.5233], [-0.8527, -3.3951, 0.1678], [2.6562, -3.6335, 6.9556], [1.1000, -3.2254, 7.5599], [3.3801, -3.0771, 4.7297], [2.8512, -2.0067, 2.5990], [-1.0885, -0.9599, 4.1231], [-0.5372, -2.0384, 6.2512], [-2.6524, -1.2272, -2.4363], [-3.3536, -3.6145, -2.0812], [-2.1619, -4.9199, -0.2881], [4.9246, -0.7554, -2.4255], [3.5213, -0.3745, -2.7951], [3.1112, -0.2527, -4.1229], [1.8039, 0.0866, -4.4267], [0.9254, 0.3012, -3.3869], [-0.8548, 0.7866, -3.7653], [1.2821, 0.1907, -2.1021], [2.5671, -0.1436, -1.8252], [5.6400, -0.3190, -3.1200], [5.0434, -1.8395, -2.4693], [5.1770, -0.4281, -1.4186], [3.8198, -0.4195, -4.9252], [1.4674, 0.1902, -5.4481], [2.8209, -0.2165, -0.7749], [-2.8246, 6.0391, -1.4356], [-2.4141, 4.6350, -1.1832], [-3.2724, 3.5560, -1.1679], [-2.7805, 2.2728, -0.9525], [-1.4563, 2.0810, -0.7820], [-0.6287, 3.1329, -0.7346], [0.9711, 2.7467, -0.3488], [-1.0993, 4.3787, -0.9514], [-3.6919, 1.0983, -0.9047], [-3.7538, 6.2587, -0.9110], [-3.0178, 6.1679, -2.5043], [-2.0635, 6.7564, -1.1336], [-4.3319, 3.7122, -1.3100], [-0.4410, 5.1517, -0.9125], [-4.6381, 1.3751, -0.4420], [-3.2496, 0.2746, -0.3481], [-3.9216, 0.7731, -1.9232]],
  "forces_ev_per_angstrom": [[0.2309, 0.1498, 0.2596], [0.0026, 0.0071, -0.0131], [0.0109, -0.0199, 0.0464], [0.0255, 0.0006, -0.0300], [-0.0998, -0.0075, 0.0829], [0.0454, -0.1259, 0.1502], [0.1060, -0.0356, 0.0142], [-0.0360, 0.0085, -0.0053], [-0.1294, 0.0724, -0.2353], [-0.0359, 0.0770, -0.1224], [-0.0687, 0.0635, -0.1588], [-0.0760, -0.1787, -0.0323], [0.1256, -0.0055, 0.1073], [0.0018, 0.2282, -0.0519], [-0.0544, -0.0186, -0.0406], [0.0069, 0.0004, 0.0143], [0.0465, 0.0282, 0.0320], [-0.0489, -0.0739, -0.0332], [-0.0039, -0.0040, 0.0048], [0.0036, -0.0025, 0.0013], [-0.0039, 0.0003, 0.0097], [-0.0037, 0.0088, -0.0115], [-0.0024, 0.0110, -0.0117], [0.0073, -0.0052, 0.0031], [0.0160, -0.0196, 0.0107], [-0.0008, -0.0094, 0.0079], [-0.0053, -0.0043, -0.0080], [-0.0339, -0.0071, -0.0077], [0.0707, -0.0207, 0.0084], [-0.0170, -0.0016, -0.0332], [0.0177, -0.0017, -0.0075], [-0.0305, -0.0024, 0.0315], [0.0097, 0.0233, -0.0252], [0.0569, -0.1131, 0.0457], [-0.0138, 0.0366, -0.0001], [-0.0010, 0.0123, 0.0032], [-0.0013, 0.0015, -0.0119], [-0.0047, 0.0009, 0.0006], [-0.0038, 0.0026, -0.0012], [0.0105, -0.0037, -0.0033], [-0.0081, -0.0056, 0.0085], [-0.0250, -0.0189, 0.0033], [0.0713, 0.0463, 0.0011], [-0.0160, -0.0182, 0.0179], [-0.0958, -0.0368, 0.0028], [-0.1009, -0.2505, 0.0744], [0.0525, 0.1748, 0.0125], [0.0167, 0.0204, -0.1143], [-0.0675, -0.0227, -0.0001], [0.0252, 0.0252, -0.0004], [0.0012, -0.0049, 0.0009], [0.0108, -0.0055, -0.0045], [0.0050, -0.0080, 0.0106], [0.0031, 0.0054, 0.0002], [0.0020, 0.0015, -0.0077], [0.0016, 0.0034, 0.0037], [-0.0130, 0.0223, 0.0038], [0.0175, -0.0004, -0.0023]],
  "lowdin_spin": [1.70, 0.00, 0.00, 0.00, 0.00, 0.00, 0.00, 0.00, 0.01, 0.02, 0.01, 0.02, 0.01, 0.01, 0.01, 0.00, 0.02, 0.00, 0.00, 0.00, 0.00, 0.00, 0.00, 0.00, 0.00, 0.00, 0.00, 0.00, 0.00, 0.02, 0.00, 0.02, 0.02, 0.02, 0.02, 0.00, 0.00, 0.00, 0.00, 0.00, 0.00, 0.00, 0.01, 0.00, 0.01, 0.02, 0.03, 0.00, 0.01, 0.00, 0.00, 0.00, 0.00, 0.00, 0.00, 0.00, 0.00, 0.00],
  "de_lowest_kcal_mol": 0.00,
  "fmax_ev_per_a": 0.4,
  "spin_multiplicity": 3,
  "homo_energy_ev": [-15.996, -16.024],
  "total_charge": 3
}